Entry 1:
DFT (wB97M-V/def2-TZVPD) results for C23H29N5O4 in the gas phase.

**SMILES string**: NC(=O)C[C@@H](NC(=O)c1ccccc1)c1ccc(NCCN2CCCCC2)c([N+](=O)[O-])c1
**HOMO**: -7.726 eV

Structure (ORCA input):
```
! RIJCOSX wB97M-V def2-TZVPD def2/J DEFGRID3
* xyz 0 1
N -5.62 -3.35 -1.08
C -4.95 -2.43 -0.34
O -5.48 -1.40 0.02
C -3.51 -2.78 -0.02
C -2.56 -1.74 -0.64
N -2.88 -0.43 -0.12
C -2.10 0.65 -0.32
O -1.02 0.60 -0.89
C -2.64 1.93 0.24
C -1.72 2.90 0.62
C -2.14 4.10 1.14
C -3.50 4.36 1.26
C -4.42 3.41 0.86
C -4.00 2.20 0.35
C -1.12 -2.06 -0.34
C -0.20 -2.31 -1.38
C 1.14 -2.44 -1.12
C 1.66 -2.34 0.19
N 2.98 -2.37 0.42
C 3.97 -1.99 -0.57
C 3.75 -0.58 -1.15
N 4.29 0.45 -0.28
C 4.63 1.68 -0.98
C 3.40 2.49 -1.42
C 2.54 2.82 -0.20
C 2.19 1.54 0.55
C 3.47 0.77 0.88
C 0.71 -2.20 1.24
N 1.07 -2.13 2.60
O 0.20 -1.92 3.43
O 2.26 -2.27 2.91
C -0.65 -2.04 0.95
H -5.20 -4.21 -1.37
H -6.58 -3.17 -1.32
H -3.25 -3.77 -0.38
H -3.39 -2.75 1.07
H -2.70 -1.74 -1.74
H -3.81 -0.33 0.26
H -0.67 2.68 0.52
H -1.42 4.85 1.45
H -3.84 5.31 1.66
H -5.48 3.62 0.94
H -4.74 1.48 0.02
H -0.55 -2.36 -2.39
H 1.82 -2.61 -1.93
H 3.25 -2.31 1.40
H 3.96 -2.72 -1.39
H 4.95 -2.03 -0.09
H 2.68 -0.45 -1.37
H 4.30 -0.52 -2.09
H 5.24 1.43 -1.85
H 5.23 2.28 -0.30
H 2.81 1.91 -2.13
H 3.72 3.41 -1.91
H 1.63 3.34 -0.51
H 3.10 3.49 0.47
H 1.51 0.93 -0.05
H 1.67 1.77 1.49
H 3.24 -0.15 1.42
H 4.10 1.39 1.54
H -1.32 -1.87 1.78
*
```

=====

Entry 2:
DFT (wB97M-V/def2-TZVPD) results for C5H6O2S in the gas phase.

**SMILES string**: C=C[C@@H]1O[C@H]1C(=O)S
**HOMO**: -9.853 eV

Structure (ORCA input):
```
! RIJCOSX wB97M-V def2-TZVPD def2/J DEFGRID3
* xyz 0 1
C -2.56 -0.60 -0.34
C -1.68 -0.29 0.60
C -0.49 0.55 0.42
O -0.24 1.14 -0.82
C 0.60 0.07 -0.45
C 1.99 0.49 -0.07
O 2.27 1.61 0.23
S 3.15 -0.86 -0.10
H -2.41 -0.13 -1.34
H -3.38 -1.34 -0.11
H -1.87 -0.73 1.58
H -0.18 1.13 1.30
H 0.43 -0.93 -0.93
H 4.35 -0.10 0.02
*
```

=====

Entry 3:
DFT (wB97M-V/def2-TZVPD) results for a molecular structure, C4H11HgO2.

**HOMO (alpha / beta)**: -7.737 / -8.246 eV
**<S²>**: 0.753

Structure (ORCA input):
```
! RIJCOSX wB97M-V def2-TZVPD def2/J DEFGRID3
* xyz 0 2
H 0.68 0.40 3.02
O 0.68 0.47 3.99
C -0.65 0.67 4.43
H -1.32 -0.14 4.10
H -0.63 0.68 5.53
H -1.06 1.63 4.08
C 1.92 0.21 -2.52
O 0.73 -0.14 -1.82
C -0.29 -0.65 -2.58
C -1.53 -0.96 -1.85
Hg 0.66 0.41 0.34
H 2.63 0.60 -1.79
H 2.34 -0.68 -3.01
H 1.70 0.98 -3.27
H -2.23 -1.42 -2.57
H -0.28 -0.33 -3.62
H -1.36 -1.69 -1.03
H -2.01 -0.06 -1.42
*
```

=====

Entry 4:
DFT (wB97M-V/def2-TZVPD) results for a gas-phase ion, C5H11N2 (charge +1).

**SMILES string**: C/[NH+]=C1\NC1(C)C
**HOMO**: -14.562 eV

Structure (ORCA input):
```
! RIJCOSX wB97M-V def2-TZVPD def2/J DEFGRID3
* xyz 1 1
C -0.38 1.63 -2.51
N 0.48 0.98 -1.61
C -0.05 0.20 -0.42
N -1.15 0.11 0.28
C 0.08 -0.54 0.83
C 0.81 0.09 1.97
C -0.03 -2.08 0.95
H -1.00 2.47 -1.92
H -1.06 0.88 -2.89
H 0.22 2.24 -3.31
H 1.52 0.69 -1.71
H -2.14 0.02 0.40
H 0.97 -0.71 2.80
H 0.33 0.88 2.60
H 1.71 0.42 1.50
H 0.61 -2.58 0.20
H -1.08 -2.31 0.84
H 0.15 -2.39 1.99
*
```

=====

Entry 5:
DFT (wB97M-V/def2-TZVPD) results for a molecular structure, C11H23CuO10.

**HOMO**: -6.412 eV

Structure (ORCA input):
```
! RIJCOSX wB97M-V def2-TZVPD def2/J DEFGRID3
* xyz 0 1
Cu 0.71 0.76 -0.61
C 0.48 -2.34 -2.44
C 1.05 -1.12 -3.32
O 1.69 -0.10 -2.65
H -0.43 -1.96 -1.98
H 1.18 -2.57 -1.64
H 0.38 -3.21 -3.09
H 0.30 -0.71 -3.98
H 1.79 -1.50 -4.02
C 1.37 -0.21 3.78
O 2.67 0.11 3.41
C 2.84 0.40 2.15
O 2.06 0.38 1.18
O 4.14 0.86 2.04
C 4.62 1.53 0.90
H 1.19 0.15 4.80
H 1.36 -1.30 3.83
H 0.47 0.15 3.28
H 5.62 1.12 0.73
H 4.77 2.60 1.05
H 4.17 1.19 -0.03
C -2.60 -0.48 2.30
O -1.62 -1.45 2.54
C -0.69 -1.66 1.63
O -0.54 -1.09 0.57
O 0.10 -2.56 2.12
C 1.16 -3.17 1.44
H -3.26 -0.67 3.15
H -3.17 -0.77 1.41
H -2.23 0.53 2.16
H 1.54 -2.38 0.80
H 0.88 -4.05 0.86
H 1.78 -3.45 2.30
C -3.05 3.79 -0.22
O -3.52 3.11 -1.42
C -2.74 2.11 -1.97
O -1.66 1.74 -1.46
O -3.21 1.97 -3.22
C -2.86 0.84 -3.97
H -2.81 3.09 0.59
H -3.83 4.48 0.07
H -2.05 4.18 -0.44
H -1.78 0.76 -3.92
H -3.09 1.05 -5.02
H -3.20 -0.16 -3.69
*
```

=====

Entry 6:
DFT (wB97M-V/def2-TZVPD) results for C5H9NOS in the gas phase.

**HOMO (alpha / beta)**: -7.060 / -7.314 eV

Structure (ORCA input):
```
! RIJCOSX wB97M-V def2-TZVPD def2/J DEFGRID3
* xyz 0 1
C -1.91 -0.80 -1.45
C -0.19 1.27 -0.27
C 0.39 0.70 -1.51
C 1.13 0.22 1.26
C 1.38 -0.25 2.70
N -2.77 -1.62 -1.78
O 0.17 0.96 0.98
S -0.20 -0.96 -2.00
H -0.91 2.12 -0.22
H -2.08 -0.05 -0.73
H -0.02 1.39 -2.29
H 1.51 0.62 -1.71
H 1.74 -0.19 0.30
H 2.35 -0.64 2.95
H 0.68 -0.99 2.95
H 1.14 0.62 3.28
H -2.41 -2.39 -2.46
*
```

=====

| no. | electronic energy (hartree) |
| --- | --- |
| 1 | -1468.5485 |
| 2 | -742.7130 |
| 3 | -462.7842 |
| 4 | -306.2506 |
| 5 | -2825.6734 |
| 6 | -723.9267 |